(1)
Entry from OMol25: the molecule C5H8O2 (ωB97M-V/def2-TZVPD).

Each line ends with the natural charge from an NBO analysis.
Atoms and positions in Å:
C (0.05, 0.92, -1.66)  -0.6242
C (0.00, -0.33, -0.80)  0.0332
O (1.34, -0.69, -0.37)  -0.5087
C (1.21, -1.59, 0.59)  0.0996
C (-0.13, 0.56, 1.53)  -0.5636
C (-0.71, -0.12, 0.53)  0.3469
O (-1.91, -0.74, 0.58)  -0.6617
H (0.53, 1.74, -1.13)  0.2204
H (0.60, 0.74, -2.59)  0.2223
H (-0.97, 1.22, -1.92)  0.2260
H (-0.45, -1.17, -1.33)  0.2150
H (2.16, -1.48, 1.17)  0.0815
H (-0.54, 0.60, 2.53)  0.2078
H (0.83, 1.04, 1.36)  0.2218
H (-2.26, -0.63, 1.47)  0.4837

The lowest unoccupied orbital energy comes out at 0.74 eV. As for the total energy: -9405.422 eV. Its energy above the lowest of the compared OMol25 structures with the same formula, charge and spin is 101.7 kcal per mole. As for the HOMO energy: -8.128 eV.

(2)
Entry from OMol25: a cluster of 2 separate species, C6H13N2 in total (ωB97M-V/def2-TZVPD).

Each line ends with the natural charge from an NBO analysis.
Atoms and positions in Å:
C (0.02, -0.16, -2.02)  -0.0848
C (0.04, -0.53, -3.30)  -0.3026
C (0.25, 1.78, -0.51)  0.1014
N (0.09, 1.24, -1.70)  -0.4164
H (-0.12, -0.81, -1.17)  0.2585
H (0.07, 0.22, -4.11)  0.2216
H (-0.06, -1.59, -3.49)  0.2488
H (0.48, 2.84, -0.53)  0.2284
H (0.12, 1.15, 0.38)  0.2613
H (0.20, 1.89, -2.51)  0.4392
C (1.32, -0.31, 2.07)  -0.6815
C (-0.20, -0.51, 1.86)  0.1890
C (-1.17, 0.40, 2.18)  -0.5269
N (-0.49, -1.75, 1.17)  -0.8469
H (1.83, -0.60, 1.13)  0.2147
H (1.71, -1.09, 2.77)  0.2550
H (1.54, 0.72, 2.37)  0.2328
H (-2.21, 0.05, 2.11)  0.2168
H (-0.98, 1.43, 2.42)  0.2147
H (0.13, -2.54, 1.42)  0.3889
H (-1.44, -2.04, 1.22)  0.3880

The net charge is +1. The lowest unoccupied orbital energy comes out at -5.16 eV. As for the total energy: -9404.419 eV. Its energy above the lowest of the compared OMol25 structures with the same formula, charge and spin is 56.5 kcal per mole. As for the HOMO energy: -12.056 eV.

(3)
Entry from OMol25: a structure of composition C27H34AsClN6NaO9 (ωB97M-V/def2-TZVPD).

Each line ends with the Löwdin charge.
Atoms and positions in Å:
Na (-0.09, 0.16, 0.32)  0.1801
C (-2.61, 3.80, 2.10)  -0.0379
C (-1.95, 2.91, 1.24)  -0.1006
N (-1.93, 1.61, 1.43)  0.1442
C (-2.56, 1.10, 2.50)  -0.1321
C (-3.27, 1.91, 3.41)  -0.1446
C (-3.28, 3.29, 3.18)  -0.0181
C (-3.94, 1.31, 4.53)  -0.0318
C (-3.91, -0.02, 4.72)  -0.0328
C (-3.19, -0.88, 3.82)  -0.1467
C (-3.15, -2.27, 4.00)  -0.0189
C (-2.46, -3.04, 3.11)  -0.0356
C (-1.81, -2.40, 2.04)  -0.0841
N (-1.82, -1.10, 1.85)  0.1440
C (-2.51, -0.34, 2.72)  -0.1375
H (-2.59, 4.86, 1.90)  0.1043
H (-1.40, 3.28, 0.38)  0.0840
H (-3.81, 3.94, 3.87)  0.1136
H (-4.48, 1.96, 5.21)  0.1100
H (-4.42, -0.47, 5.57)  0.1100
H (-3.66, -2.72, 4.85)  0.1134
H (-2.40, -4.11, 3.20)  0.1064
H (-1.28, -3.00, 1.31)  0.1080
O (1.50, -5.64, -0.52)  0.1022
C (2.45, -5.10, 0.21)  -0.5222
O (3.38, -5.74, 0.65)  0.0599
C (2.35, -3.64, 0.46)  -0.0572
C (3.24, -2.96, 1.27)  -0.0061
N (2.85, -1.68, 1.29)  0.0423
N (1.77, -1.46, 0.55)  0.1136
C (1.43, -2.64, 0.03)  -0.1289
C (0.18, -2.73, -0.81)  -0.5803
O (-0.18, -3.88, -1.14)  0.0088
O (-0.41, -1.66, -1.06)  -0.0375
H (0.81, -4.95, -0.80)  0.0359
H (4.10, -3.33, 1.80)  0.1311
H (3.24, -0.89, 1.79)  0.1222
O (3.04, 1.16, 2.45)  -0.3652
Cl (1.68, 1.65, 2.34)  0.6708
O (1.49, 2.78, 3.19)  -0.3208
O (1.41, 2.02, 0.96)  -0.4053
O (0.77, 0.58, 2.69)  -0.3407
C (-4.08, -1.52, -2.28)  -0.0833
C (-3.56, -0.46, -1.32)  -0.3222
O (-2.41, 0.19, -1.83)  -0.1354
H (-5.00, -1.98, -1.89)  0.0673
H (-3.33, -2.30, -2.40)  0.0746
H (-4.30, -1.08, -3.25)  0.0696
H (-3.35, -0.91, -0.35)  0.0938
H (-4.32, 0.32, -1.17)  0.1079
H (-1.68, -0.45, -1.73)  0.0310
C (-1.48, 3.72, -2.48)  -0.3422
As (-0.02, 2.41, -2.29)  1.0780
C (1.46, 3.62, -2.74)  -0.3375
C (-0.21, 1.56, -4.04)  -0.3174
H (-1.48, 4.19, -3.46)  0.0149
H (-1.37, 4.50, -1.72)  0.0054
H (-2.42, 3.20, -2.32)  0.0110
H (1.22, 4.25, -3.60)  0.0147
H (2.33, 3.00, -2.98)  -0.0005
H (1.70, 4.24, -1.88)  0.0134
H (-0.22, 2.29, -4.84)  0.0195
H (-1.14, 0.99, -4.04)  0.0101
H (0.62, 0.87, -4.16)  -0.0025
C (5.49, 0.83, 0.06)  -0.0232
C (4.50, 0.35, -0.95)  -0.3188
C (4.57, -0.67, -1.87)  -0.0032
C (3.35, -0.62, -2.58)  -0.3653
N (2.59, 0.36, -2.13)  0.0797
N (3.30, 0.95, -1.14)  0.0403
C (2.88, -1.49, -3.69)  -0.0357
H (6.27, 0.08, 0.20)  0.0771
H (5.02, 1.05, 1.01)  0.0544
H (5.98, 1.75, -0.28)  0.0783
H (5.39, -1.35, -2.02)  0.1025
H (2.84, 1.59, -0.52)  0.1101
H (3.33, -1.20, -4.64)  0.0701
H (1.80, -1.42, -3.78)  0.0684
H (3.15, -2.53, -3.50)  0.0754

The net charge is -1. The lowest unoccupied orbital energy comes out at 1.97 eV. As for the total energy: -133696.473 eV. Its energy above the lowest of the compared OMol25 structures with the same formula, charge and spin is 9.2 kcal per mole. As for the HOMO energy: -6.014 eV.

(4)
Entry from OMol25: a structure of composition C7H12N2 (ωB97M-V/def2-TZVPD).

Each line ends with the natural charge from an NBO analysis.
Atoms and positions in Å:
C (0.60, -0.30, -1.09)  -0.2592
C (-0.55, 1.57, 0.41)  -0.4321
C (-0.23, 0.27, 1.30)  -0.2256
C (1.22, 0.70, 1.14)  -0.4185
C (0.89, 1.09, -0.30)  -0.2194
C (-0.70, -0.71, -0.52)  0.3955
C (-0.91, -1.02, 0.88)  -0.5066
H (1.54, -1.76, 0.39)  0.2624
H (1.14, -2.21, -1.53)  0.3639
H (-0.58, 2.45, 1.08)  0.2195
H (-1.51, 1.42, -0.23)  0.2070
H (-0.53, 0.34, 2.37)  0.2088
H (1.35, 1.86, 1.58)  0.2180
H (2.02, -0.10, 1.77)  0.2182
H (1.17, 2.11, -0.77)  0.2219
H (-1.23, 0.33, -2.13)  0.4513
H (-2.73, -0.44, -1.02)  0.3954
H (-1.90, -0.77, 1.22)  0.2310
H (-0.43, -1.96, 1.36)  0.2653
N (1.59, -1.35, -0.82)  -0.8312
N (-1.63, -0.18, -1.32)  -0.7654

The lowest unoccupied orbital energy comes out at 0.52 eV. As for the total energy: -10424.599 eV. Its energy above the lowest of the compared OMol25 structures with the same formula, charge and spin is 204.7 kcal per mole. As for the HOMO energy: -6.614 eV.

(5)
Entry from OMol25: a cluster of 2 separate species, C2H5N3O3 in total (ωB97M-V/def2-TZVPD).

Each line ends with the natural charge from an NBO analysis.
Atoms and positions in Å:
C (1.32, 0.63, 0.28)  0.1935
C (-1.35, -1.10, 0.41)  0.2875
H (3.29, -1.25, -1.13)  0.4655
H (2.01, 1.68, 0.39)  0.2119
H (-0.69, 1.40, -0.20)  0.4199
H (-1.48, -2.07, 0.86)  0.1897
H (-2.76, 0.98, -1.28)  0.4944
N (1.71, -0.56, -0.01)  -0.1875
N (-0.10, 0.95, 0.66)  -0.3716
N (-2.24, -0.71, -0.47)  -0.1725
O (3.19, -0.30, -0.24)  -0.5837
O (-0.79, -0.26, 1.24)  -0.3686
O (-2.13, 0.59, -0.50)  -0.5786

The lowest unoccupied orbital energy comes out at 0.43 eV. As for the total energy: -12758.413 eV. Its energy above the lowest of the compared OMol25 structures with the same formula, charge and spin is 211.9 kcal per mole. As for the HOMO energy: -9.107 eV.

(6)
Entry from OMol25: the ion H3N3O2P with charge -1 (ωB97M-V/def2-TZVPD).

Each line ends with the natural charge from an NBO analysis.
Atoms and positions in Å:
N (0.40, 1.70, -1.18)  -0.3162
N (-0.54, 1.18, -0.51)  -0.4716
N (0.93, -1.14, 0.09)  -1.1677
O (-0.13, 0.30, 1.91)  -1.1762
O (-1.79, -0.86, 0.30)  -1.1465
P (-0.48, -0.20, 0.48)  2.2917
H (-0.05, 2.55, -1.71)  0.2634
H (1.10, -1.58, 0.97)  0.3727
H (0.55, -1.96, -0.33)  0.3505

The net charge is -1. The lowest unoccupied orbital energy comes out at 4.51 eV. As for the total energy: -17904.927 eV. Its energy above the lowest of the compared OMol25 structures with the same formula, charge and spin is 28.0 kcal per mole. The SMILES is [H]/N=N/[P@@](N)(=O)[O-]. As for the HOMO energy: -4.615 eV.

(7)
Entry from OMol25: the ion C9H19N2O3Si with charge +1 (ωB97M-V/def2-TZVPD).

Each line ends with the natural charge from an NBO analysis.
Atoms and positions in Å:
C (-2.02, 2.00, 1.44)  -0.2079
C (-2.21, 0.76, 0.89)  0.0738
C (0.26, 1.73, 1.19)  0.6746
C (2.18, -0.50, 2.51)  -0.6280
C (1.42, -2.33, -1.03)  -0.2437
C (-0.43, 1.15, -2.94)  -0.2448
C (-2.68, -2.50, -1.71)  -0.2358
C (1.62, 1.54, 1.05)  -0.6155
C (2.40, 0.96, 2.33)  -0.3289
N (-0.73, 2.50, 1.45)  -0.4984
N (-1.22, 0.04, 0.45)  -0.8078
O (0.39, -1.73, -0.36)  -0.8997
O (0.15, 0.39, -1.97)  -0.8880
O (-1.75, -1.42, -1.99)  -0.9045
Si (-0.68, -0.66, -1.00)  2.4085
H (-2.85, 2.62, 1.85)  0.2526
H (-3.17, 0.35, 0.69)  0.2437
H (1.15, -0.61, 2.53)  0.2102
H (2.50, -1.24, 1.80)  0.2308
H (2.74, -0.80, 3.46)  0.2380
H (2.39, -2.05, -0.43)  0.1749
H (1.33, -2.08, -2.11)  0.1832
H (1.33, -3.45, -1.06)  0.1875
H (0.29, 1.73, -3.46)  0.1900
H (-1.28, 1.86, -2.61)  0.1547
H (-0.77, 0.67, -3.76)  0.1882
H (-2.19, -3.49, -1.50)  0.1933
H (-3.30, -2.62, -2.57)  0.2004
H (-3.36, -2.26, -0.95)  0.1728
H (1.61, 0.86, 0.29)  0.2987
H (2.22, 2.34, 0.66)  0.3014
H (3.43, 1.11, 2.08)  0.2303
H (1.94, 1.60, 3.10)  0.2111
H (-0.71, 3.51, 1.67)  0.4842

The net charge is +1. The lowest unoccupied orbital energy (alpha / beta) comes out at -5.72 / -5.72 eV. As for the total energy: -26632.913 eV. Its energy above the lowest of the compared OMol25 structures with the same formula, charge and spin is 57.4 kcal per mole. As for the HOMO energy (alpha / beta): -12.497 / -12.495 eV.

(8)
Entry from OMol25: a structure of composition C43H54BF5Ge2I2NO4Rb (ωB97M-V/def2-TZVPD).

Each line ends with the Löwdin charge.
Atoms and positions in Å:
Rb (-0.57, -0.82, -1.23)  0.7344
I (2.55, -0.41, -4.08)  0.6876
C (1.26, -1.55, -5.35)  -1.1726
I (-0.81, -1.27, -4.94)  1.0262
H (1.55, -2.59, -5.21)  -0.0541
H (1.49, -1.24, -6.36)  -0.0584
C (0.08, -3.62, 2.75)  -0.1722
C (0.83, -4.52, 1.78)  -0.3525
Ge (2.24, -3.66, 0.71)  0.8854
C (2.23, -4.34, -1.13)  -0.3561
C (3.49, -4.05, -1.94)  -0.1908
C (3.93, -4.01, 1.70)  -0.2231
C (4.26, -2.86, 2.32)  -0.3651
Ge (3.08, -1.50, 1.49)  0.9065
C (2.08, -0.33, 2.71)  -0.3441
C (2.98, 0.37, 3.73)  -0.1734
C (4.17, -0.37, 0.30)  -0.3568
C (5.37, -1.04, -0.35)  -0.1688
C (5.37, -2.72, 3.29)  -0.2387
C (6.10, -1.54, 3.37)  -0.0541
C (7.15, -1.40, 4.26)  -0.0918
C (7.49, -2.45, 5.11)  -0.1150
C (6.76, -3.63, 5.05)  -0.1013
C (5.71, -3.76, 4.16)  -0.0458
H (-0.69, -4.17, 3.30)  0.0687
H (-0.44, -2.82, 2.21)  0.0649
H (0.75, -3.16, 3.48)  0.0515
H (0.13, -4.99, 1.09)  0.0422
H (1.34, -5.32, 2.33)  0.0573
H (1.34, -3.97, -1.64)  0.0521
H (2.07, -5.42, -1.02)  0.0683
H (3.60, -2.98, -2.13)  0.0147
H (3.46, -4.54, -2.91)  0.0633
H (4.39, -4.39, -1.42)  0.0597
H (4.48, -4.94, 1.87)  0.0530
H (1.31, -0.91, 3.22)  0.0430
H (1.56, 0.41, 2.10)  0.0402
H (3.54, -0.35, 4.34)  0.0557
H (2.41, 1.01, 4.40)  0.0660
H (3.72, 1.01, 3.23)  0.0541
H (4.50, 0.48, 0.91)  0.0478
H (3.51, 0.07, -0.46)  0.0393
H (6.01, -1.54, 0.39)  0.0527
H (5.99, -0.32, -0.88)  0.0659
H (5.07, -1.81, -1.07)  0.0426
H (5.83, -0.71, 2.73)  0.0987
H (7.71, -0.47, 4.30)  0.0974
H (8.30, -2.35, 5.82)  0.0900
H (7.00, -4.45, 5.72)  0.0935
H (5.13, -4.68, 4.13)  0.1051
C (-2.29, 3.05, 2.62)  -0.0573
C (-2.89, 2.05, 1.63)  -0.3595
C (-2.08, 0.75, 1.63)  -0.0718
C (-3.14, 2.64, 0.25)  -0.1283
C (-4.47, 2.93, -0.07)  -0.0655
C (-4.82, 3.45, -1.30)  -0.1071
C (-3.83, 3.67, -2.24)  -0.0537
C (-2.49, 3.39, -1.97)  -0.1298
C (-1.49, 3.62, -3.09)  -0.3587
C (-0.68, 2.39, -3.47)  -0.0838
C (-0.58, 4.83, -2.86)  -0.0620
C (-2.13, 2.87, -0.71)  -0.1803
N (-0.82, 2.45, -0.46)  0.0744
C (0.08, 3.25, 0.07)  -0.3044
C (-0.04, 4.63, 0.44)  -0.0743
C (1.01, 5.33, 1.00)  -0.1447
C (2.25, 4.76, 1.24)  -0.1542
C (2.42, 3.41, 0.89)  -0.0583
C (1.38, 2.72, 0.34)  -0.2180
F (1.55, 1.39, 0.04)  -0.0297
H (-2.24, 2.61, 3.62)  0.0703
H (-2.89, 3.96, 2.67)  0.0765
H (-1.28, 3.33, 2.33)  0.0620
H (-3.89, 1.79, 2.01)  0.1176
H (-1.05, 0.95, 1.34)  0.0464
H (-2.50, 0.03, 0.93)  0.0610
H (-2.08, 0.30, 2.63)  0.0790
H (-5.23, 2.72, 0.67)  0.1014
H (-5.86, 3.64, -1.54)  0.0883
H (-4.09, 4.03, -3.22)  0.1012
H (-2.11, 3.86, -3.97)  0.1179
H (0.09, 2.18, -2.72)  0.0598
H (-0.18, 2.55, -4.43)  0.0747
H (-1.31, 1.51, -3.56)  0.0310
H (0.12, 4.64, -2.04)  0.0588
H (-1.16, 5.72, -2.61)  0.0762
H (0.00, 5.03, -3.76)  0.0707
H (-0.99, 5.11, 0.27)  0.1076
H (0.85, 6.38, 1.25)  0.0860
H (3.07, 5.32, 1.67)  0.0703
H (3.35, 2.88, 1.05)  0.0981
F (-2.49, -3.87, -1.87)  0.1274
B (-1.90, -4.07, -0.63)  -1.2774
F (-0.68, -3.29, -0.59)  -0.1150
F (-1.56, -5.41, -0.44)  0.0980
F (-2.72, -3.62, 0.41)  0.1052
O (-3.43, -0.82, -4.39)  -0.1964
C (-3.52, -0.48, -3.19)  -0.6727
O (-2.57, -0.27, -2.41)  -0.3470
C (-4.91, -0.25, -2.63)  -0.1105
C (-5.14, -0.42, -1.27)  -0.0056
C (-6.40, -0.19, -0.70)  0.0124
C (-7.39, 0.24, -1.56)  -0.2181
O (-8.71, 0.54, -1.26)  0.0063
C (-9.25, 1.07, -2.47)  -0.1755
O (-8.33, 0.84, -3.52)  0.0083
C (-7.16, 0.41, -2.91)  -0.2019
C (-5.94, 0.16, -3.48)  0.0708
H (-4.32, -0.73, -0.64)  0.1124
H (-6.59, -0.33, 0.35)  0.1157
H (-9.41, 2.15, -2.35)  0.1287
H (-10.19, 0.55, -2.69)  0.1271
H (-5.76, 0.27, -4.54)  0.1267

The net charge is -2. The lowest unoccupied orbital energy comes out at 3.59 eV. As for the total energy: -199309.586 eV. Its energy above the lowest of the compared OMol25 structures with the same formula, charge and spin is 14.1 kcal per mole. As for the HOMO energy: -1.759 eV.